Record 1
Formula: C4H5NO3
Source: the OMol25 dataset
Level of theory: ωB97M-V/def2-TZVPD

Computed properties:
SMILES: O=C[C@@H]1O[C@H]1/C=N\O
M: 115.09 g/mol
Kohn-Sham gap: 10.34 eV
ΔE to the lowest compared entry with this formula, charge and spin: 6.734 eV

ORCA input file:
```
! RIJCOSX wB97M-V def2-TZVPD def2/J DEFGRID3
* xyz 0 1
O 2.91 -0.67 -0.71
C 2.13 -0.51 0.22
C 1.12 0.56 -0.17
O 0.55 1.19 0.82
C -0.20 0.22 0.36
C -1.24 0.86 -0.52
N -2.29 0.04 -0.67
O -2.00 -1.16 0.25
H 2.10 -1.09 1.22
H 1.21 0.96 -1.30
H -0.24 -0.54 1.22
H -1.13 1.82 -1.03
H -2.93 -1.69 0.31
*
```



Record 2
Formula: C4H5NO3
Source: the OMol25 dataset
Level of theory: ωB97M-V/def2-TZVPD

Computed properties:
SMILES: O=c1[nH]cc(CO)o1
M: 115.09 g/mol
Kohn-Sham gap: 9.73 eV
ΔE to the lowest compared entry with this formula, charge and spin: 3.001 eV

ORCA input file:
```
! RIJCOSX wB97M-V def2-TZVPD def2/J DEFGRID3
* xyz 0 1
O -1.90 -1.43 1.52
C -1.09 -0.91 0.80
N -0.08 -1.71 0.04
C 0.33 -0.73 -1.11
C 0.10 0.47 -0.62
C 0.81 1.73 -0.93
O 1.91 1.80 0.00
O -0.64 0.32 0.50
H -0.24 -2.78 -0.23
H 1.11 -0.84 -2.07
H 1.14 1.33 -1.93
H 0.29 2.67 -0.97
H 2.37 2.65 -0.17
*
```



Record 3
Formula: C4H5NO3
Source: the OMol25 dataset
Level of theory: ωB97M-V/def2-TZVPD

Computed properties:
M: 115.09 g/mol
Kohn-Sham gap: 6.74 eV
ΔE to the lowest compared entry with this formula, charge and spin: 9.847 eV

ORCA input file:
```
! RIJCOSX wB97M-V def2-TZVPD def2/J DEFGRID3
* xyz 0 1
C 0.38 -0.90 0.19
C 0.31 -0.21 -1.13
C 0.05 0.56 0.10
C -1.15 0.93 0.66
H -1.39 -1.82 1.07
H 1.34 -1.29 0.66
H -0.56 -0.64 -1.81
H 1.81 -1.23 -2.05
H 0.17 2.22 1.89
N -2.15 1.01 1.38
O -0.62 -1.86 0.25
O 1.43 -0.19 -1.92
O 1.21 1.22 0.62
*
```



Record 4
Formula: C4H5NO3
Source: the OMol25 dataset
Level of theory: ωB97M-V/def2-TZVPD

Computed properties:
M: 115.09 g/mol
Kohn-Sham gap: 8.14 eV
ΔE to the lowest compared entry with this formula, charge and spin: 5.399 eV

ORCA input file:
```
! RIJCOSX wB97M-V def2-TZVPD def2/J DEFGRID3
* xyz 0 1
C 1.71 -1.02 -0.23
C 0.12 -0.40 -0.01
C -1.86 0.21 0.05
C 0.20 0.93 -0.18
H 1.90 -1.81 -0.85
H 1.85 -1.66 0.72
H 2.53 -0.40 -0.36
H -3.47 -0.68 -0.02
H 1.63 2.02 1.07
N -1.16 -0.84 0.24
O -3.27 0.23 -0.32
O -1.22 1.36 0.08
O 1.03 2.05 -0.19
*
```



Record 5
Formula: C4H5NO3
Source: the OMol25 dataset
Level of theory: ωB97M-V/def2-TZVPD

Computed properties:
M: 115.09 g/mol
Kohn-Sham gap: 6.75 eV
ΔE to the lowest compared entry with this formula, charge and spin: 6.949 eV

ORCA input file:
```
! RIJCOSX wB97M-V def2-TZVPD def2/J DEFGRID3
* xyz 0 1
C 1.29 0.02 -0.19
C 0.47 -1.09 0.04
C -0.83 -0.58 -0.14
C -0.68 0.83 -0.38
H 2.88 -0.86 0.49
H 0.47 -2.14 -0.46
H -1.95 -2.24 0.49
H -2.45 2.00 -0.11
H 1.01 2.04 0.66
N 0.55 1.12 -0.34
O 2.65 0.14 -0.06
O -2.03 -1.22 -0.11
O -1.39 1.97 0.12
*
```



Record 6
Formula: C4H5NO3
Source: the OMol25 dataset
Level of theory: ωB97M-V/def2-TZVPD

Computed properties:
SMILES: N/C=C(\O)C(O)=C=O
M: 115.09 g/mol
Kohn-Sham gap (spin up / spin down): 6.89 / 6.89 eV
ΔE to the lowest compared entry with this formula, charge and spin: 3.887 eV

ORCA input file:
```
! RIJCOSX wB97M-V def2-TZVPD def2/J DEFGRID3
* xyz 0 1
N -2.20 1.03 0.07
C -0.86 0.86 -0.16
C -0.26 -0.39 0.03
O -0.88 -1.57 0.39
C 1.17 -0.37 -0.02
O 1.61 -1.68 -0.17
C 1.90 0.72 -0.16
O 2.80 1.49 0.06
H -2.66 1.95 0.14
H -2.71 0.09 0.30
H -0.16 1.66 -0.30
H -0.22 -2.21 0.30
H 2.46 -1.59 -0.49
*
```



Record 7
Formula: C4H5NO3
Source: the OMol25 dataset
Level of theory: ωB97M-V/def2-TZVPD

Computed properties:
SMILES: O=CN1CC(=O)CO1
M: 115.09 g/mol
Kohn-Sham gap: 10.40 eV
ΔE to the lowest compared entry with this formula, charge and spin: 3.885 eV

ORCA input file:
```
! RIJCOSX wB97M-V def2-TZVPD def2/J DEFGRID3
* xyz 0 1
O -2.48 0.42 -0.57
C -1.68 -0.45 -0.38
N -0.70 -0.53 0.52
C 0.64 -1.08 0.41
C 1.27 0.21 -0.19
O 2.30 0.07 -0.71
C 0.34 1.35 0.09
O -0.35 0.63 1.23
H -1.70 -1.30 -0.99
H 1.01 -1.30 1.37
H 0.75 -1.87 -0.26
H 0.95 2.25 0.31
H -0.33 1.59 -0.84
*
```



Record 8
Formula: C4H5NO4
Source: the OMol25 dataset
Level of theory: ωB97M-V/def2-TZVPD

Computed properties:
M: 131.09 g/mol
Kohn-Sham gap: 9.33 eV
ΔE to the lowest compared entry with this formula, charge and spin: 3.701 eV

ORCA input file:
```
! RIJCOSX wB97M-V def2-TZVPD def2/J DEFGRID3
* xyz 0 1
O -1.13 -2.13 2.07
C -1.07 -1.55 0.81
C -0.53 -0.16 0.89
O -0.23 0.42 1.91
C -0.38 0.61 -0.44
O -1.34 0.91 -1.09
C 1.03 1.01 -0.87
N 1.34 0.97 -2.13
H -1.55 -3.00 2.01
H -0.41 -2.11 0.11
H -2.06 -1.49 0.31
O 1.97 0.36 -0.23
H 0.58 1.27 -2.73
H 2.51 0.16 -1.33
*
```



Record 9
Formula: C4H5NOS
Source: the OMol25 dataset
Level of theory: ωB97M-V/def2-TZVPD

Computed properties:
SMILES: N#CCSCC=O
M: 115.16 g/mol
Kohn-Sham gap: 10.21 eV
ΔE to the lowest compared entry with this formula, charge and spin: 1.267 eV

ORCA input file:
```
! RIJCOSX wB97M-V def2-TZVPD def2/J DEFGRID3
* xyz 0 1
N 2.11 1.80 -1.44
C 1.91 1.06 -0.58
C 1.53 0.21 0.49
S 0.66 -1.27 0.10
C -0.88 -0.60 -0.52
C -1.91 -0.24 0.46
O -1.80 -0.27 1.64
H 0.99 0.74 1.30
H 2.44 -0.22 0.93
H -0.74 0.26 -1.21
H -1.37 -1.44 -1.12
H -2.94 -0.04 -0.04
*
```



Record 10
Formula: C4H5NOS
Source: the OMol25 dataset
Level of theory: ωB97M-V/def2-TZVPD

Computed properties:
SMILES: C=CN(C=O)C=S
M: 115.16 g/mol
Kohn-Sham gap: 7.99 eV
ΔE to the lowest compared entry with this formula, charge and spin: 2.630 eV

ORCA input file:
```
! RIJCOSX wB97M-V def2-TZVPD def2/J DEFGRID3
* xyz 0 1
C -2.79 -0.35 -0.72
C -1.62 -0.88 -0.37
N -0.39 -0.35 0.10
C 0.47 -1.31 0.24
O 1.75 -1.29 0.17
C -0.08 1.02 -0.15
S 1.38 1.56 0.36
H -3.59 -1.05 -0.84
H -3.11 0.62 -0.55
H -1.54 -1.98 -0.45
H -0.05 -2.34 0.37
H -0.91 1.66 -0.44
*
```



Record 11
Formula: C4H5NOS
Source: the OMol25 dataset
Level of theory: ωB97M-V/def2-TZVPD

Computed properties:
M: 115.16 g/mol
Kohn-Sham gap (spin up / spin down): 7.60 / 7.87 eV
ΔE to the lowest compared entry with this formula, charge and spin: 4.980 eV

ORCA input file:
```
! RIJCOSX wB97M-V def2-TZVPD def2/J DEFGRID3
* xyz 0 1
C 2.13 -0.14 -0.13
C 0.62 1.89 0.48
C 1.26 0.84 0.19
C -1.29 -1.58 0.00
N 2.89 -1.03 -0.33
O -1.60 1.00 -0.83
S -0.83 -0.19 -1.25
H -0.47 1.84 0.10
H 1.12 2.81 0.99
H -2.24 -1.91 -0.25
H -1.12 -1.25 1.03
H -0.46 -2.27 0.01
*
```



Record 12
Formula: C4H5NOS
Source: the OMol25 dataset
Level of theory: ωB97M-V/def2-TZVPD

Computed properties:
M: 115.16 g/mol
Kohn-Sham gap (spin up / spin down): 7.97 / 7.98 eV
ΔE to the lowest compared entry with this formula, charge and spin: 3.623 eV

ORCA input file:
```
! RIJCOSX wB97M-V def2-TZVPD def2/J DEFGRID3
* xyz 0 1
C 0.38 1.38 0.66
C -1.80 -0.25 -0.41
C 1.70 -0.23 -0.46
C -0.93 -0.81 0.57
N 1.35 0.95 0.10
O -2.77 0.44 -0.18
S 0.47 -1.67 0.13
H 0.03 2.28 1.09
H -1.51 -0.48 -1.46
H 1.64 -0.20 -1.54
H 2.67 -0.58 -0.12
H -1.22 -0.82 1.61
*
```



Record 13
Formula: C4H5NOS
Source: the OMol25 dataset
Level of theory: ωB97M-V/def2-TZVPD

Computed properties:
SMILES: O=C[C@@H]1N[C@H]1C=S
M: 115.16 g/mol
Kohn-Sham gap: 8.35 eV
ΔE to the lowest compared entry with this formula, charge and spin: 2.381 eV

ORCA input file:
```
! RIJCOSX wB97M-V def2-TZVPD def2/J DEFGRID3
* xyz 0 1
O 2.15 2.04 0.16
C 0.94 2.25 0.02
C -0.07 1.25 0.54
N 0.47 0.31 1.54
C 0.10 -0.21 0.20
C -1.01 -1.20 0.07
S -1.28 -2.17 -1.21
H 0.62 3.20 -0.46
H -1.07 1.70 0.68
H 1.45 0.43 1.70
H 0.93 -0.47 -0.52
H -1.67 -1.26 0.96
*
```



Record 14
Formula: C4H5NOS
Source: the OMol25 dataset
Level of theory: ωB97M-V/def2-TZVPD

Computed properties:
SMILES: [H]/N=C1/C=CCSO1
M: 115.16 g/mol
Kohn-Sham gap: 9.02 eV
ΔE to the lowest compared entry with this formula, charge and spin: 2.276 eV

ORCA input file:
```
! RIJCOSX wB97M-V def2-TZVPD def2/J DEFGRID3
* xyz 0 1
H 2.44 -1.80 -0.51
N 2.06 -1.03 -0.97
C 1.04 -0.67 -0.28
C 0.28 0.29 -0.92
C -0.78 0.93 -0.44
C -1.12 0.66 0.95
S -1.01 -1.12 1.16
O 0.59 -1.20 0.87
H 0.63 0.47 -1.91
H -1.50 1.47 -0.97
H -0.50 1.16 1.78
H -2.14 0.85 1.24
*
```



Record 15
Formula: C4H5NOS2
Source: the OMol25 dataset
Level of theory: ωB97M-V/def2-TZVPD

Computed properties:
SMILES: C=CC=S.O=C=NS
M: 147.22 g/mol
Kohn-Sham gap: 7.85 eV
ΔE to the lowest compared entry with this formula, charge and spin: 2.935 eV

ORCA input file:
```
! RIJCOSX wB97M-V def2-TZVPD def2/J DEFGRID3
* xyz 0 1
C -0.70 0.46 -1.56
C -0.76 0.42 -0.24
C -0.27 -0.65 0.55
S 0.37 -2.03 -0.03
H -0.48 -0.31 -2.31
H -1.28 1.24 -2.12
H -1.12 1.25 0.40
H -0.25 -0.41 1.66
O 1.76 2.43 0.26
C 2.08 1.29 0.15
N 2.62 0.25 0.14
S 3.49 -1.09 -0.34
H 2.89 -2.02 0.60
*
```



Record 16
Formula: C4H5NOS2
Source: the OMol25 dataset
Level of theory: ωB97M-V/def2-TZVPD

Computed properties:
SMILES: OC(=S)[C@H]1CN1C=S
M: 147.22 g/mol
Kohn-Sham gap: 8.43 eV
ΔE to the lowest compared entry with this formula, charge and spin: 4.066 eV

ORCA input file:
```
! RIJCOSX wB97M-V def2-TZVPD def2/J DEFGRID3
* xyz 0 1
O 0.55 -1.52 -0.25
C 1.37 -0.39 0.18
S 2.97 -0.32 -0.04
C 0.41 0.71 0.51
C 0.20 2.00 -0.17
N -0.71 0.87 -0.20
C -2.20 0.65 -0.11
S -2.72 -0.81 0.06
H -0.46 -1.36 -0.06
H 0.28 0.91 1.61
H 1.07 2.37 -0.93
H -0.20 2.77 0.33
H -2.86 1.56 -0.47
*
```



Record 17
Formula: C4H5NS
Source: the OMol25 dataset
Level of theory: ωB97M-V/def2-TZVPD

Computed properties:
SMILES: C[C@H](C#N)C=S
M: 99.16 g/mol
Kohn-Sham gap: 8.34 eV
ΔE to the lowest compared entry with this formula, charge and spin: 1.448 eV

ORCA input file:
```
! RIJCOSX wB97M-V def2-TZVPD def2/J DEFGRID3
* xyz 0 1
C 1.26 0.05 -0.35
C -0.15 -0.47 0.04
C -1.08 -0.09 -1.05
N -1.80 0.14 -1.95
C -0.85 0.12 1.13
S -0.29 1.53 1.89
H 1.93 0.06 0.49
H 1.26 1.12 -0.64
H 1.62 -0.53 -1.23
H -0.15 -1.60 0.18
H -1.74 -0.34 1.49
*
```



Record 18
Formula: C4H5NS
Source: the OMol25 dataset
Level of theory: ωB97M-V/def2-TZVPD

Computed properties:
SMILES: C=C1CN1C=S
M: 99.16 g/mol
Kohn-Sham gap: 8.49 eV
ΔE to the lowest compared entry with this formula, charge and spin: 3.259 eV

ORCA input file:
```
! RIJCOSX wB97M-V def2-TZVPD def2/J DEFGRID3
* xyz 0 1
C 0.73 1.76 -0.05
C 0.14 0.57 -0.02
C 0.22 -0.95 -0.07
N -1.02 -0.16 -0.05
C -2.38 -0.60 0.03
S -3.72 0.33 0.03
H 1.86 1.72 0.03
H 0.11 2.61 0.21
H 0.40 -1.66 -0.98
H 0.52 -1.46 0.86
H -2.50 -1.65 -0.27
*
```



Record 19
Formula: C4H5NS
Source: the OMol25 dataset
Level of theory: ωB97M-V/def2-TZVPD

Computed properties:
SMILES: C=C(C#N)SC
M: 99.16 g/mol
Kohn-Sham gap: 8.79 eV
ΔE to the lowest compared entry with this formula, charge and spin: 3.308 eV

ORCA input file:
```
! RIJCOSX wB97M-V def2-TZVPD def2/J DEFGRID3
* xyz 0 1
C 1.92 -1.13 -0.07
C 0.70 -0.45 0.05
C 0.77 0.89 -0.19
N 0.70 2.07 -0.24
S -0.95 -1.08 -0.28
C -1.83 0.40 0.04
H 2.45 -2.34 -0.04
H 2.83 -0.50 0.12
H -1.82 1.42 -0.63
H -1.81 0.69 1.24
H -2.96 0.04 0.01
*
```



Record 20
Formula: C4H5NS2
Source: the OMol25 dataset
Level of theory: ωB97M-V/def2-TZVPD

Computed properties:
M: 131.22 g/mol
Kohn-Sham gap: 7.60 eV
ΔE to the lowest compared entry with this formula, charge and spin: 4.013 eV

ORCA input file:
```
! RIJCOSX wB97M-V def2-TZVPD def2/J DEFGRID3
* xyz 0 1
C 2.23 -0.13 0.05
C -0.01 0.92 -0.29
C -1.32 0.75 -0.08
C -1.93 -0.60 0.14
H 2.79 0.80 0.46
H 0.27 -1.12 -0.78
H 0.55 1.84 -0.05
H -2.00 1.64 0.00
H -3.04 -0.29 1.03
N 0.83 -0.14 -0.32
S 3.18 -1.43 -0.02
S -1.55 -2.24 -0.13
*
```